(1)
The following is a DFT calculation (wB97M-V/def2-TZVPD) of a cluster of 2 separate species, C4H12NO3 in total.

The value obtained for the HOMO energy is -3.375 eV. As for the energy above the lowest of the compared OMol25 structures with the same formula, charge and spin: 0.668 eV. The total energy is -440.08362 hartree. The value obtained for the strongest force on any atom is 1.42 eV/A. Its orbital gap is 0.26325 hartree.

Structure (ORCA input):
```
! wB97M-V def2-TZVPD RIJCOSX def2/J DEFGRID3
* xyz -1 1
O -0.503 2.280 1.028
O -0.268 -2.573 -0.557
O -2.380 3.082 -0.646
N -0.660 0.092 0.137
C -0.618 0.994 1.325
C 1.127 -2.421 -0.364
C 1.583 -0.979 -0.235
C 0.573 0.114 -0.645
H 1.957 -0.684 0.756
H -0.683 -1.719 -0.306
H 1.623 -2.924 -1.203
H -1.420 0.412 -0.452
H -1.528 3.136 -0.144
H 2.464 -0.736 -0.828
H 0.243 0.652 1.944
H -2.881 2.548 -0.010
H 1.113 1.055 -0.483
H -1.527 0.637 1.877
H 0.322 0.031 -1.704
H 1.462 -2.995 0.509
*
```

Here are the Mulliken charges for atoms 1 to 8, given in e: atom 1 (O): -0.9201, atom 2 (O): -0.6331, atom 3 (O): -0.6968, atom 4 (N): -0.2408, atom 5 (C): -0.7973, atom 6 (C): -0.3115, atom 7 (C): -0.5553, atom 8 (C): -0.7577

(2)
The following is a DFT calculation (wB97M-V/def2-TZVPD) of the molecule C4H12NO3P.

The value obtained for the HOMO energy is -8.818 eV. As for the energy above the lowest of the compared OMol25 structures with the same formula, charge and spin: 0.127 eV. The total energy is -781.46555 hartree. The value obtained for the strongest force on any atom is 2.88 eV/A. Its orbital gap is 0.35411 hartree. As for the SMILES: CO[P@](=O)(O)CN(C)C.

Structure (ORCA input):
```
! wB97M-V def2-TZVPD RIJCOSX def2/J DEFGRID3
* xyz 0 1
P 0.006 1.394 -0.685
O 0.762 2.326 0.412
O -1.476 1.430 -0.145
O 0.101 1.810 -2.097
N -0.549 -1.273 -0.269
C 0.509 -0.256 0.057
C 1.235 3.623 0.071
C -0.489 -2.374 0.711
C -0.489 -1.662 -1.636
H 0.366 -2.334 -1.819
H 0.457 -2.882 0.514
H 1.482 -0.751 -0.400
H -0.367 -1.810 1.660
H 2.185 3.614 0.663
H -0.322 -0.878 -2.395
H -1.844 0.897 -0.839
H -1.339 -3.020 0.685
H 1.393 3.734 -0.993
H 0.589 4.434 0.306
H -1.363 -2.288 -1.894
H 0.337 -0.082 1.131
*
```

Here are the Mulliken charges for atoms 1 to 8, given in e: atom 1 (P): 0.8528, atom 2 (O): -0.2833, atom 3 (O): -0.4536, atom 4 (O): -0.7128, atom 5 (N): -0.1397, atom 6 (C): -0.5622, atom 7 (C): -0.6720, atom 8 (C): -0.8820

(3)
The following is a DFT calculation (wB97M-V/def2-TZVPD) of a cluster of 3 separate species, C4H12NO4 in total.

The value obtained for the HOMO energy is -4.679 eV. As for the energy above the lowest of the compared OMol25 structures with the same formula, charge and spin: 0.961 eV. The total energy is -515.40027 hartree. The value obtained for the strongest force on any atom is 1.80 eV/A. Its orbital gap is 0.31144 hartree.

Structure (ORCA input):
```
! wB97M-V def2-TZVPD RIJCOSX def2/J DEFGRID3
* xyz -1 1
O 2.331 1.563 -0.810
O 1.380 -1.021 -0.931
O 2.721 -0.776 1.433
O 0.056 -2.010 -2.457
N -0.379 0.085 1.542
C -2.254 1.194 0.267
C -0.895 0.430 0.216
C 0.264 -1.290 -1.476
C -1.031 -0.798 -0.708
H 2.387 -1.532 0.953
H -2.058 2.253 0.105
H -2.921 0.904 -0.542
H 0.593 -0.195 1.510
H -0.159 1.160 -0.147
H 1.731 0.904 -1.236
H 3.012 -0.122 0.787
H 2.026 1.244 0.070
H -1.774 -0.556 -1.473
H -0.937 -0.683 1.893
H -2.779 0.965 1.200
H -1.314 -1.720 -0.196
*
```

Here are the Mulliken charges for atoms 1 to 8, given in e: atom 1 (O): -0.7333, atom 2 (O): -0.7133, atom 3 (O): -0.6577, atom 4 (O): -0.7475, atom 5 (N): -0.7201, atom 6 (C): -1.3847, atom 7 (C): 0.9904, atom 8 (C): 0.2690

(4)
The following is a DFT calculation (wB97M-V/def2-TZVPD) of a cluster of 2 separate species, C4H12NOS in total.

The value obtained for the HOMO energy is -2.779 eV. As for the energy above the lowest of the compared OMol25 structures with the same formula, charge and spin: 0.479 eV. The total energy is -687.81046 hartree. The value obtained for the strongest force on any atom is 1.16 eV/A. Its orbital gap is 0.22897 hartree.

Structure (ORCA input):
```
! wB97M-V def2-TZVPD RIJCOSX def2/J DEFGRID3
* xyz -1 1
S -2.276 0.256 1.210
O -1.089 3.214 0.790
N 1.294 -1.245 -0.258
C 0.358 -0.385 0.514
C -1.076 -0.417 0.001
C 2.027 -0.599 -1.316
C 2.921 -1.586 -2.065
H -1.318 -1.450 -0.250
H 1.454 -0.010 -2.041
H 2.758 -2.616 -1.784
H -0.191 3.057 0.475
H 2.812 -1.465 -3.143
H 3.970 -1.318 -1.916
H 0.433 -0.683 1.558
H 0.754 0.627 0.436
H 0.789 -2.058 -0.591
H -1.142 0.208 -0.892
H -1.403 2.295 1.013
H 2.660 0.147 -0.823
*
```

Here are the Mulliken charges for atoms 1 to 8, given in e: atom 1 (S): -0.6675, atom 2 (O): -0.6273, atom 3 (N): -0.3877, atom 4 (C): -0.3722, atom 5 (C): -0.7387, atom 6 (C): -0.2715, atom 7 (C): -1.0306, atom 8 (H): 0.3180